# 1
Density functional theory data (the ωB97M-V functional and the def2-TZVPD basis) for a cluster of 8 separate species, C47H64F3IN2O17 in total.

Structure (XYZ):
```
134
Properties=species:S:1:pos:R:3:forces:R:3
I -2.55542 -5.52226 -1.25975 0.46 0.06 0.05
F 0.82542 -5.31172 -7.91751 0.09 0.16 0.10
F 2.88396 -4.90946 -7.43059 0.07 0.09 0.31
F 1.39579 -5.10444 -5.85134 0.38 0.08 0.07
O -0.97558 2.66964 -0.98504 -0.12 -0.19 0.19
O 3.68399 -7.31293 -11.79575 -0.07 0.02 -0.07
O 6.28984 0.03926 2.18660 0.10 -0.04 -0.01
O 3.06767 -8.55848 -13.56127 0.23 0.14 -0.02
O -8.94245 5.88543 6.13645 0.08 0.00 0.02
O 1.30968 -3.32326 -7.21305 0.37 0.14 0.12
O -6.74838 5.80576 5.65415 -0.22 -0.02 -0.01
O 3.74888 -4.80365 -1.36256 0.37 0.19 0.95
O 0.64167 6.65428 3.77999 -0.03 -0.09 -0.01
O -4.79889 1.05148 4.73427 -0.17 -0.16 0.34
O 2.27932 -4.54873 0.33633 0.89 -0.27 -0.58
O -2.27728 3.48729 0.65764 0.19 0.20 -0.05
O -7.00283 0.80382 5.07857 0.08 -0.01 0.05
O -3.61614 -2.52026 1.31762 -0.17 0.05 -0.20
O -3.42454 -0.54287 0.27236 -0.10 -0.08 0.07
O 1.20123 4.78717 2.66655 0.06 0.10 0.11
O 7.50055 -0.76920 0.47994 0.26 0.06 0.36
N 3.70071 -1.81056 -4.22658 0.03 -0.03 0.30
N 2.68596 -1.53348 -1.55052 0.57 -0.16 -1.54
C 1.49214 -2.26505 -4.99822 1.08 -0.20 -0.66
C 3.04903 -6.80854 -10.60676 -0.06 0.12 0.17
C 1.23517 5.44207 3.66871 0.45 -0.25 -0.06
C -3.57349 0.91388 2.11428 0.10 0.01 0.01
C 2.09577 -2.45523 -6.37959 0.26 0.69 0.77
C -7.63851 3.05725 5.31556 -0.03 -0.02 -0.14
C -3.14116 0.81832 0.66018 -0.02 0.05 0.12
C 4.24214 -3.25840 0.55007 0.73 0.21 -1.57
C -3.47986 -1.33184 1.37309 0.25 -0.21 0.30
C 0.94970 7.23537 5.05983 0.00 0.13 0.24
C 5.11525 -6.84354 -1.11340 -0.54 0.47 -0.06
C 7.82334 1.52769 1.19937 0.00 0.10 0.57
C -5.88864 1.53658 4.84193 0.22 0.22 -0.31
C 3.34900 -4.27323 -0.16782 -1.25 0.26 1.20
C -3.29775 -0.49561 2.62369 -0.34 0.39 -0.28
C 3.94809 -1.44881 -1.88066 0.73 1.10 1.64
C -0.77439 5.00253 -0.34548 -0.05 0.13 0.57
C 7.41021 2.07079 2.56323 0.11 0.16 -0.05
C -8.88048 7.12118 8.13491 0.09 0.13 0.14
C -1.14369 -2.89545 -0.69325 0.12 -0.32 0.07
C 1.32114 6.06124 5.95077 0.11 -0.10 0.14
C -7.64671 6.23911 6.31667 0.39 0.39 -0.09
C -6.24792 3.00107 4.69620 -0.36 -0.13 0.44
C 0.17926 -2.38411 -4.75925 -1.47 -0.17 0.05
C 6.11808 1.31422 2.82840 -0.06 0.21 0.15
C 0.49994 -1.95808 -2.42606 -0.10 0.49 1.63
C 7.23242 0.13309 1.21704 0.13 0.12 -0.37
C 4.45970 -1.56649 -3.20014 -0.18 -0.20 -0.26
C 4.95026 -1.21560 -0.76012 -0.22 -0.91 -0.72
C -2.51707 4.78042 1.24168 -0.06 0.24 0.11
C -1.24992 5.57790 0.98189 0.09 0.20 0.11
C 1.61874 -4.61885 -7.07683 -0.81 -0.39 -0.76
C -7.54005 7.26939 7.42274 -0.41 -0.24 0.37
C -9.78859 6.65632 7.00855 -0.20 0.10 0.16
C 2.37196 -1.95405 -3.93595 0.71 0.07 -0.46
C 1.40344 -7.88630 -11.92538 0.08 0.56 0.19
C -8.16164 1.65572 5.04359 -0.18 0.13 0.06
C -1.30613 3.58567 -0.29191 0.15 0.17 -0.42
C 3.72290 -6.22691 -1.39613 0.32 -1.68 -0.59
C 1.95347 5.09375 4.95576 -0.40 0.20 0.38
C -0.33260 -2.22771 -3.45123 -0.12 -0.08 -0.72
C 2.77812 -7.97447 -12.55951 -0.19 -0.39 -0.07
C -0.07398 -1.82858 -1.02561 -0.13 -0.51 0.39
C 5.37870 -2.66260 -0.32979 -0.46 1.01 -0.05
C 1.57156 -6.72745 -10.94932 -0.27 -0.03 0.05
C 1.89754 -1.79933 -2.63604 -1.39 -0.24 0.56
C -0.73620 -4.33107 -1.05657 -0.48 0.05 -0.02
H 0.41843 5.61548 6.37183 0.00 0.03 0.00
H -4.64314 1.12149 2.17043 0.02 -0.01 0.00
H 1.97414 6.33783 6.77645 0.00 0.07 -0.05
H -8.87418 1.32456 5.79645 0.09 -0.20 -0.03
H 1.19139 -8.82574 -11.41272 -0.02 -0.05 -0.10
H -10.20524 7.48957 6.43878 0.04 -0.01 -0.02
H 3.24803 -7.50119 -9.78583 0.00 -0.02 -0.03
H -2.11638 -2.67025 -1.13771 0.21 0.14 -0.05
H 1.36098 -5.78599 -11.46005 0.02 0.00 0.04
H -6.26276 3.25636 3.63495 0.11 0.02 0.01
H 1.77570 7.93815 4.93098 0.01 -0.03 -0.04
H -7.55471 3.21884 6.39200 -0.02 -0.01 -0.01
H 5.86241 -6.11381 -1.43808 0.13 -0.25 0.23
H 5.93652 1.16160 3.89010 -0.06 -0.20 -0.06
H 0.64329 -7.68417 -12.67476 0.03 -0.28 -0.08
H -3.39470 5.22031 0.76051 -0.01 -0.05 -0.02
H 3.56139 -2.44562 0.80891 0.01 -0.24 0.30
H 4.48673 -0.68262 0.07336 0.06 -0.02 -0.14
H -1.31446 -2.89213 0.38625 -0.09 0.16 -0.14
H -0.13959 -4.81733 -0.28750 -0.05 0.06 -0.13
H 8.90274 1.48943 1.08260 -0.05 -0.06 -0.28
H -2.07583 1.00083 0.53119 -0.01 -0.05 -0.07
H 3.47069 -5.83783 -10.35573 0.16 -0.07 -0.10
H -8.62480 1.56881 4.05791 0.03 -0.01 -0.01
H 0.92487 -6.78632 -10.07674 0.08 0.00 0.04
H 0.30935 5.00632 -0.42733 -0.03 -0.09 -0.24
H 5.25220 -7.76483 -1.68659 -0.07 0.13 0.05
H -2.72083 4.66259 2.30484 -0.07 -0.20 -0.05
H 4.66890 -3.67726 1.46385 -0.33 -0.28 -0.11
H 5.24830 1.80865 2.38951 0.02 -0.02 -0.03
H 5.48911 -3.20882 -1.27216 0.18 -0.28 0.38
H -5.53979 3.62913 5.22591 0.16 0.00 -0.23
H 3.02054 5.28015 4.82445 0.00 -0.09 -0.06
H 3.12989 -2.79550 -6.29946 -0.22 -0.19 -0.04
H -9.22840 8.03165 8.61922 -0.05 -0.01 -0.06
H -3.05233 1.69324 2.66455 0.02 0.00 -0.05
H -8.27201 3.83807 4.90960 -0.03 -0.06 -0.03
H 5.78366 -0.63134 -1.15455 0.03 -0.19 0.14
H -6.70166 7.04875 8.07761 0.17 0.10 -0.21
H -3.99807 -0.79479 3.39598 0.18 -0.19 0.08
H 8.15930 1.79777 3.30863 -0.03 0.00 0.01
H -1.22313 5.51374 -1.19933 0.08 -0.08 -0.08
H 1.78079 4.05592 5.22710 0.19 -0.07 -0.21
H 3.42723 -6.55695 -2.39636 -0.13 0.50 0.04
H 7.37194 2.09087 0.38075 0.06 -0.06 -0.07
H -1.38867 -2.34386 -3.23240 0.03 -0.03 -0.26
H -8.80665 6.34320 8.89679 -0.03 0.01 -0.02
H -0.50209 -2.62858 -5.56905 0.09 0.00 0.06
H -0.50932 5.36416 1.75652 -0.30 0.07 -0.32
H 0.71028 -1.92178 -0.26984 0.08 0.11 -0.30
H 0.08174 7.77769 5.42783 -0.06 0.01 -0.21
H 7.28866 3.15230 2.59141 -0.08 -0.03 0.00
H 2.16178 -1.46185 -6.83373 -0.26 -0.35 -0.47
H -2.27080 -0.60855 2.97658 -0.03 -0.09 0.03
H -0.53647 -0.84438 -0.87437 0.14 -0.06 -0.15
H 3.00584 -6.67214 -0.70178 -0.18 0.54 -0.04
H -1.41706 6.65455 0.96348 -0.10 -0.03 -0.02
H 6.33800 -2.60176 0.17474 -0.15 -0.23 0.09
H -10.60475 6.03145 7.36402 0.04 -0.12 -0.18
H 5.20345 -7.09801 -0.05381 0.31 0.24 -0.10
H -7.42209 8.25652 6.97337 0.11 -0.03 -0.03
H 5.53082 -1.46972 -3.36468 -0.09 0.04 0.02
H -0.24720 -4.42517 -2.02436 -0.05 0.01 0.12
H -3.69346 1.49915 0.01990 0.04 -0.18 -0.20
```
Positions in Å, forces in eV/Å.

Properties
* LUMO energy: 0.077 eV
* E_HOMO: -8.10 eV
* SMILES: CCOC(=O)CCCc1cnc2c(COC(F)(F)F)ccc(CCCI)c2n1.O=C1CCCO1.O=C1CCCO1.O=C1CCCO1.O=C1CCCO1.O=C1CCCO1.O=C1CCCO1.O=C1CCCO1

# 2
Density functional theory data (the ωB97M-V functional and the def2-TZVPD basis) for a cluster of 2 separate species, C4H10N2 in total.

Structure (XYZ):
```
16
Properties=species:S:1:pos:R:3:forces:R:3
N 0.88465 -0.14710 -1.91688 0.18 -0.13 -0.06
N -1.77163 1.81379 2.01791 -0.02 0.01 0.66
C 0.39015 -0.69036 -0.65805 -0.60 0.18 0.13
C 1.47328 0.96147 -1.89174 -0.05 0.18 0.01
C -0.30678 -2.01484 -0.88886 0.31 -0.24 0.02
C -0.93055 0.99729 2.49377 -0.21 -0.07 -0.26
H -0.34676 0.00012 -0.22791 0.16 0.10 -0.03
H -1.13730 -1.89975 -1.58328 -0.03 0.03 0.03
H 1.85360 1.38420 -2.81636 0.02 0.01 -0.07
H -1.49465 2.76466 2.26538 0.12 0.10 -0.45
H 0.02320 1.27921 2.94314 -0.07 0.02 0.23
H 1.19609 -0.79408 0.07472 0.10 -0.01 -0.10
H 0.39400 -2.73203 -1.32089 -0.07 -0.03 0.01
H -1.16152 -0.06489 2.43742 0.19 -0.07 -0.17
H -0.67457 -2.41817 0.05555 -0.07 -0.03 -0.04
H 1.60879 1.56046 -0.98390 0.04 -0.05 0.09
```
Positions in Å, forces in eV/Å.

Properties
* LUMO energy: 0.986 eV
* ΔE to the lowest compared entry with this formula, charge and spin: 48.0 kcal/mol
* E_HOMO: -9.64 eV
* SMILES: C=NCC.C=N

# 3
Density functional theory data (the ωB97M-V functional and the def2-TZVPD basis) for a cluster of 5 separate species, C24H39F4N4O14Si in total.

Structure (XYZ):
```
86
Properties=species:S:1:pos:R:3:forces:R:3
Si -0.97665 0.12734 -2.09257 -3.16 1.67 3.02
F -8.57216 -2.08778 0.62618 -0.16 0.15 -0.15
F -1.85958 2.18330 4.85335 0.13 0.27 0.14
F -1.43389 5.96467 3.56853 -0.18 -0.09 0.16
F 1.83895 0.34840 5.29720 0.10 -0.11 0.17
O -6.07419 -1.92764 4.29332 -0.71 -0.45 -2.74
O 0.65578 5.16134 3.62402 0.76 0.45 0.06
O 2.89541 5.05193 3.19768 -2.43 1.32 0.11
O -3.87598 0.79715 1.14847 0.99 -0.06 2.34
O 1.91309 1.69985 2.16184 0.51 -1.44 -0.66
O -3.43233 -0.29529 3.10822 -0.20 0.97 -1.03
O -5.62603 -2.76764 2.21379 -0.42 0.57 0.83
O 3.48872 -1.02784 -4.98916 -3.73 2.75 2.70
O 1.75599 7.02052 2.95837 0.35 -1.25 0.35
O 2.49325 -0.13973 0.93291 -0.29 0.95 2.02
O 5.03797 -1.90604 -2.83477 1.09 1.81 0.53
O -7.57484 -1.68586 2.59059 0.99 -0.07 0.08
O -2.94413 1.90336 2.91415 -0.57 -0.71 -0.32
O 2.39980 -0.24235 3.21116 0.20 0.50 -1.12
N 0.79109 1.39797 -3.64907 4.83 -7.31 -2.02
N 0.47105 0.12332 -3.14789 -0.10 0.40 -0.28
N 1.93988 1.10972 -4.42218 -0.56 -2.91 1.42
N 1.24726 -0.97529 -3.45931 4.22 3.87 -3.57
C 5.15173 -1.52393 -1.40829 0.34 -0.05 0.74
C -0.47147 -0.03185 -0.20062 0.70 0.43 0.92
C 5.75973 -0.91125 -3.67433 0.09 -0.53 0.67
C 1.85635 5.68844 3.25326 2.76 -1.03 -0.47
C -3.45098 0.80225 2.29180 -0.90 -0.47 -2.43
C 1.32987 -2.79587 -1.51341 -0.98 -0.41 -0.22
C -6.39976 -2.11277 3.13246 1.00 0.23 3.00
C 1.64499 1.88242 3.53761 -0.45 1.26 0.58
C 2.43908 0.79065 4.16941 -0.10 -0.16 0.93
C 0.38020 7.33966 3.01579 -0.29 1.24 -0.35
C 4.73007 -0.25518 -4.79840 2.97 1.35 0.03
C -2.74968 0.09285 4.28351 0.12 -0.98 0.96
C -6.40916 -2.88452 1.04290 0.57 -0.70 -0.88
C 1.17742 -2.44078 -3.11874 0.46 -3.19 0.17
C -2.39115 -1.06941 -2.60568 0.22 -1.76 0.41
C 2.33250 -0.37870 -4.34473 -2.15 2.22 1.27
C -1.73581 1.93460 -2.23279 -0.01 0.08 -1.26
C -7.38791 -1.77083 1.19606 -0.84 0.15 -0.35
C 0.37180 -4.61535 -4.62258 -1.04 0.01 -0.72
C 2.28435 0.39187 2.01070 0.22 -0.52 -1.87
C 4.57266 -2.71915 -0.43361 -0.91 0.57 -0.02
C -2.92340 1.57323 4.28436 0.32 0.54 0.48
C -0.10196 -3.23994 -3.84144 0.11 0.54 -0.24
C -0.16195 6.27427 3.90614 -0.95 -0.21 0.12
H -0.10649 6.51062 4.97413 -0.16 -0.11 -0.09
H 4.57143 0.86438 -4.49218 -0.27 -2.29 -0.72
H -3.84848 1.91633 4.75978 0.20 0.10 0.01
H 3.58240 -2.30494 0.07447 2.23 -0.99 -0.97
H -3.19021 -0.37812 5.16641 -0.07 -0.03 -0.31
H 6.66567 -1.46858 -4.16225 -1.87 1.04 0.62
H 4.27725 -3.66780 -1.06136 0.83 1.90 1.16
H -6.88773 -3.86939 1.02320 -0.19 0.23 -0.01
H 1.66794 -1.84790 -0.91722 -0.69 -2.02 -1.00
H 0.26335 -3.21332 -1.17914 2.32 1.27 -0.38
H -0.58268 -2.48364 -4.61114 0.95 -1.63 1.51
H -0.79270 0.96261 0.37675 0.55 -2.03 -1.49
H -2.60601 2.05612 -1.45086 1.87 -0.25 -1.44
H -2.39033 -1.34629 -3.74193 -0.38 0.68 2.17
H 0.56900 1.78042 3.71431 0.14 -0.17 0.13
H -2.20368 1.98490 -3.31845 0.82 0.18 2.15
H -5.79266 -2.77609 0.14648 0.05 0.02 0.27
H -0.23133 -5.54112 -4.17658 1.69 1.99 -0.88
H -2.21147 -2.08060 -1.99704 -0.52 2.05 -1.37
H 6.28392 -1.31238 -1.14268 -2.22 -0.47 -0.57
H 0.01521 -4.53116 -5.75488 0.87 -0.19 2.45
H 2.13794 -2.93685 -3.62881 -1.95 1.81 0.91
H -1.02835 -0.90763 0.34352 1.27 1.47 -1.08
H 0.71360 -0.08205 -0.06297 -2.78 -0.14 -0.21
H 3.48009 1.05738 4.38081 -0.12 -0.14 0.12
H 1.96273 2.87412 3.87071 0.02 -0.16 -0.31
H 2.07518 -3.70436 -1.33643 -1.52 2.24 -0.65
H -3.39747 -0.63034 -2.20108 1.89 -0.68 -1.02
H 6.23333 -0.08010 -2.96156 -1.24 -1.53 -1.78
H -1.69990 -0.21047 4.21038 -0.02 0.26 0.04
H -7.03532 -0.80748 0.81246 -0.18 -0.06 -0.02
H -0.91331 2.76522 -2.16041 -1.79 -1.49 0.07
H 4.55909 -0.52072 -1.27912 1.01 -1.85 0.05
H 5.34867 -0.24705 -5.81900 -1.88 -0.16 2.07
H 0.22696 8.34176 3.42530 0.22 -0.17 -0.06
H 5.30668 -3.02273 0.42686 -1.28 0.66 -1.87
H -0.04302 7.30409 2.00633 -0.12 -0.17 0.20
H -0.91619 -3.51535 -3.04794 1.68 0.68 -1.48
H 1.53088 -4.78561 -4.64309 -2.30 0.26 0.29
```
Positions in Å, forces in eV/Å.

Properties
* LUMO energy: -4.043 eV
* net charge: +1
* E_HOMO: -12.35 eV

# 4
Density functional theory data (the ωB97M-V functional and the def2-TZVPD basis) for a cluster of 2 separate species, C26H26F3OSi in total.

Structure (XYZ):
```
57
Properties=species:S:1:pos:R:3:forces:R:3
Si 0.79115 2.63458 1.28846 -0.49 -0.55 0.24
F -0.06690 -6.28809 1.88119 0.36 0.34 -1.32
F 1.51109 -6.81846 0.44283 -1.20 0.78 0.05
F -0.60704 -6.85834 -0.17155 0.96 0.91 0.64
O -0.05271 1.22209 1.75500 0.40 -0.37 -0.04
C 0.93082 -4.48824 -1.15291 0.07 0.14 -0.44
C 0.75020 2.79815 -0.57086 -0.02 0.11 -0.12
C 3.23763 0.41172 -4.58912 -0.24 -0.17 0.49
C 3.73085 0.85783 -3.35211 -0.07 -0.06 0.02
C 0.44495 -4.73678 0.12849 -0.04 0.37 0.17
C 0.15550 -3.69411 1.00415 0.10 -0.03 0.12
C 0.45629 -2.39891 0.63386 -0.08 0.57 -0.03
C 0.95499 -2.09305 -0.66800 -0.46 -0.42 0.24
C 1.92947 -0.32884 -2.19103 -0.29 0.56 -0.76
C -2.52276 1.17226 1.94096 -0.23 0.38 0.06
C -1.51693 0.28041 0.03443 0.52 0.85 1.63
C -2.97672 0.31137 -0.25530 -0.51 -0.16 0.28
C -4.11260 2.09718 3.48610 -0.09 -0.12 -0.20
C -0.06634 4.06919 2.08969 0.16 0.13 -0.04
C 0.31044 -6.16420 0.57600 -0.19 -2.09 0.57
C 3.06363 0.53693 -2.17507 -0.25 -0.12 0.24
C -2.79404 1.75019 3.18961 0.10 -0.12 -0.41
C 2.07433 -0.37348 -4.62947 -0.08 -0.01 0.07
C 1.31695 -0.75237 -0.96369 1.43 -0.68 0.00
C -4.85556 1.24372 1.32385 -0.10 0.05 0.32
C -3.54411 0.90577 1.02538 -0.29 0.04 -0.10
C 1.15521 -3.18899 -1.56429 0.08 0.19 -0.07
C -1.25799 0.85551 1.26435 -0.26 -0.31 -1.70
C 1.41742 -0.73178 -3.45619 0.43 -0.25 0.14
C -5.13903 1.85284 2.55739 0.32 -0.19 -0.19
C 2.52297 2.35353 1.90590 0.06 0.11 0.12
H 0.50576 -1.33527 -3.48096 0.29 0.30 -0.14
H -1.13236 4.09565 1.82623 0.24 0.03 0.01
H -0.26425 -3.90085 1.98366 0.17 0.01 -0.13
H 1.35076 -0.05258 -0.12076 -0.06 -0.24 -0.14
H 1.13969 -5.32339 -1.82062 -0.03 0.24 0.15
H -0.16101 3.34049 -0.85970 0.23 -0.18 -0.08
H -3.39230 -0.68873 -0.46023 0.01 0.26 0.05
H -0.78038 -0.08616 -0.66130 -0.09 0.19 -0.09
H 4.64435 1.45834 -3.31125 -0.41 -0.19 0.00
H 2.85087 1.30882 1.80438 -0.08 0.25 0.01
H -5.64192 1.03098 0.59947 0.08 0.14 0.24
H 2.58096 2.62834 2.96926 0.11 -0.13 -0.28
H -3.20743 0.94478 -1.13083 0.07 -0.19 0.30
H -1.97830 1.92206 3.89027 -0.23 0.06 -0.10
H 3.43748 0.89617 -1.21019 -0.10 -0.11 -0.38
H 0.78693 1.85209 -1.12996 -0.07 0.40 0.18
H 0.30577 -1.59026 1.35579 0.00 -0.19 -0.33
H -4.35424 2.56854 4.44098 0.10 -0.18 -0.30
H 1.53266 -2.99942 -2.56858 0.02 -0.17 0.38
H -6.16382 2.13398 2.79709 0.26 -0.07 -0.05
H 0.01612 4.00875 3.18228 0.00 0.08 -0.22
H 1.68734 -0.72773 -5.58590 0.07 0.21 0.27
H 0.41220 4.99779 1.74414 -0.23 -0.09 0.19
H 3.75058 0.68088 -5.51461 -0.17 -0.11 0.31
H 3.21395 2.99756 1.34233 -0.07 -0.16 0.23
H 1.61944 3.40155 -0.86906 -0.21 -0.06 -0.07
```
Positions in Å, forces in eV/Å.

Properties
* LUMO energy: -6.170 eV
* ΔE to the lowest compared entry with this formula, charge and spin: 0.0 kcal/mol
* net charge: +1
* E_HOMO: -10.51 eV

Calculated gap between HOMO and LUMO, 8.2; 10.6; 8.3; 4.3 eV (same order as the records).